Record 1
12
Properties=species:S:1:pos:R:3:forces:R:3:nbo_charge:R:1 method="wB97M-V/def2-TZVPD" multiplicity=1 e_tot_ev=-6312.44350 total_charge=0 e_above_lowest_ev=6.757
C 1.491413 -0.074602 0.334881 -1.6 0.6 -0.2 -0.4368
C 2.550633 -0.678478 0.659852 1.1 -0.5 0.4 0.1585
C -0.218287 1.410386 0.282953 -3.0 0.7 -0.9 -0.3701
C 0.701909 0.799045 -0.624096 2.9 -1.1 -1.7 -0.1606
C -0.002050 -0.102074 0.250375 -0.2 0.8 0.9 0.0570
C -0.953274 -1.224449 0.055464 -1.0 -1.0 0.9 -0.6349
H 0.086095 2.133396 1.036043 -0.1 -0.4 0.2 0.2257
H -1.203190 1.622183 -0.296717 1.5 0.2 1.4 0.2037
H 1.045874 0.803521 -1.665362 -0.8 0.2 0.4 0.2501
H -1.813455 -1.384629 0.835891 1.7 0.8 -1.5 0.2372
H -0.358399 -2.126453 0.099869 0.0 -0.4 0.0 0.2426
H -1.327270 -1.177843 -0.969148 -0.5 0.0 0.2 0.2276

=====

Record 2
12
Properties=species:S:1:pos:R:3:forces:R:3:nbo_charge:R:1 method="wB97M-V/def2-TZVPD" multiplicity=1 e_tot_ev=-6313.74686 total_charge=0 smiles="C=C=C=C=CC" e_above_lowest_ev=5.453
C 2.347427 -0.643002 0.703953 0.1 0.0 0.0 -0.5119
C 2.160043 0.015105 -0.408709 -0.3 -0.1 0.1 0.1809
C 1.335492 0.440335 -1.303715 -0.1 -0.2 0.4 -0.1775
C 0.059696 0.259464 -1.327665 0.0 -0.1 0.2 0.0906
C -1.076937 -0.181662 -0.833469 0.0 0.1 -0.3 -0.2980
C -1.796631 0.521823 0.287881 -0.1 0.1 0.0 -0.6260
H 1.376091 -1.090351 0.971564 0.4 -0.1 0.2 0.2320
H 3.192206 -0.789929 1.355294 0.2 0.1 -0.2 0.2344
H -1.484247 -1.121331 -1.200316 -0.1 0.2 -0.1 0.2227
H -1.864584 -0.135862 1.164091 0.0 0.1 -0.2 0.2161
H -1.257250 1.423680 0.591874 -0.1 -0.1 -0.1 0.2202
H -2.818213 0.791952 0.002840 0.1 0.0 0.1 0.2166

=====

Record 3
12
Properties=species:S:1:pos:R:3:forces:R:3:nbo_charge:R:1 method="wB97M-V/def2-TZVPD" multiplicity=1 e_tot_ev=-6315.27297 total_charge=0 smiles=C#CC#CCC e_above_lowest_ev=3.927
C 3.626195 0.040604 0.077649 -0.4 -0.1 -0.2 -0.1921
C 2.561593 0.087901 -0.486011 0.5 -0.2 0.4 -0.0670
C 1.228265 -0.075974 -0.797730 -0.5 -0.4 0.4 -0.1282
C 0.098257 -0.459712 -0.602491 0.6 0.2 -0.1 0.1154
C -1.237243 -0.688732 -0.071729 -0.1 0.0 0.0 -0.4852
C -1.845239 0.687005 0.219757 -0.1 0.1 0.0 -0.5872
H 4.477217 -0.141997 0.687502 0.2 0.3 -0.2 0.2378
H -1.855810 -1.290458 -0.743970 0.0 0.2 0.0 0.2316
H -1.120186 -1.265974 0.856531 -0.1 0.1 -0.2 0.2354
H -2.890527 0.617798 0.527642 0.1 0.0 0.0 0.2106
H -1.269389 1.180319 1.009382 -0.1 -0.1 -0.1 0.2144
H -1.773137 1.309218 -0.676529 -0.1 0.0 0.1 0.2146

=====

Record 4
12
Properties=species:S:1:pos:R:3:forces:R:3:nbo_charge:R:1 method="wB97M-V/def2-TZVPD" multiplicity=1 e_tot_ev=-6312.07905 total_charge=0 e_above_lowest_ev=7.121
C 1.336599 -0.320966 -0.477251 -1.2 -0.2 1.8 -0.2892
C 0.839920 -1.360283 0.485529 -1.9 1.6 -0.9 -0.1526
C 2.229161 0.784050 0.031981 0.7 1.5 0.9 -0.5402
C 3.229696 -0.023312 0.029865 0.1 0.7 0.2 0.1374
C -0.044430 -0.444255 0.173399 3.2 -2.8 0.3 0.0929
C -1.363841 0.141902 0.070904 1.7 1.9 1.0 -0.6758
H 1.426706 -0.558002 -1.471510 0.1 -0.5 -2.3 0.1931
H 1.166155 -2.266268 0.912793 0.2 -0.7 0.4 0.2349
H 1.855723 1.763571 0.391373 0.5 -0.9 -0.6 0.2587
H -1.997690 -0.662228 -0.217068 -1.1 -0.1 -0.5 0.2485
H -1.124292 0.967332 -0.681093 -1.7 -0.8 1.1 0.2432
H -1.548433 0.469509 1.142973 -0.6 0.2 -1.5 0.2490

=====

Record 5
12
Properties=species:S:1:pos:R:3:forces:R:3:nbo_charge:R:1 method="wB97M-V/def2-TZVPD" multiplicity=1 e_tot_ev=-6315.34853 total_charge=0 smiles=C#CC#CCC e_above_lowest_ev=3.852
C 3.841979 -0.015992 -0.171688 -0.8 0.1 0.4 -0.1988
C 2.692709 -0.276190 -0.423624 0.3 0.1 0.2 -0.0609
C 1.338346 -0.479019 -0.448734 -0.5 -0.1 0.0 -0.1153
C 0.159715 -0.563569 -0.210257 0.4 -0.1 -0.2 0.1040
C -1.271215 -0.637531 0.026608 -0.1 -0.1 0.0 -0.4859
C -1.915340 0.749753 0.122460 -0.1 0.1 0.0 -0.5892
H 4.541978 0.353078 0.528264 0.9 0.0 -0.3 0.2364
H -1.704461 -1.208901 -0.800526 -0.1 0.0 0.1 0.2354
H -1.450400 -1.211927 0.943280 0.0 0.1 -0.1 0.2342
H -3.004284 0.655866 0.106355 0.1 0.1 0.0 0.2119
H -1.622478 1.257139 1.046671 0.0 -0.1 -0.1 0.2127
H -1.606548 1.377294 -0.718810 -0.1 -0.1 0.1 0.2155

=====

Record 6
12
Properties=species:S:1:pos:R:3:forces:R:3:nbo_charge:R:1 method="wB97M-V/def2-TZVPD" multiplicity=1 e_tot_ev=-6315.34687 total_charge=0 smiles=C#CC(C)C#C e_above_lowest_ev=3.853
C 2.221135 -1.078290 0.241838 -0.4 0.1 0.1 -0.2397
C 1.093148 -0.676877 0.358392 0.5 -0.2 0.0 0.0195
C -0.277836 -0.140303 0.422273 0.0 0.0 0.0 -0.3708
C -1.165336 -0.811019 -0.643580 -0.1 0.0 -0.1 -0.5738
C -0.210452 1.328306 0.302272 0.0 0.5 0.0 -0.0012
C -0.091097 2.524765 0.256658 -0.1 -0.5 0.0 -0.2217
H 3.228342 -1.415115 0.136004 -0.2 0.0 0.0 0.2402
H -0.700419 -0.365950 1.410844 0.1 0.0 -0.1 0.2538
H -0.687614 -0.758745 -1.625235 -0.1 0.1 0.1 0.2200
H -1.306800 -1.864988 -0.385614 0.0 0.2 -0.1 0.2169
H -2.143602 -0.325898 -0.698793 0.2 0.0 0.1 0.2186
H 0.040526 3.584113 0.224943 -0.1 -0.2 0.0 0.2383